{
  "formula": "C36H37BrCoN3O2STe",
  "method": "wB97M-V/def2-TZVPD",
  "s_squared": 6.018,
  "multiplicity": 5,
  "lumo_ev": [0.00, -0.12],
  "fmax_ev_per_a": 0.7,
  "species": ["Co", "O", "N", "C", "C", "C", "C", "C", "S", "H", "H", "H", "H", "C", "C", "C", "C", "C", "Br", "N", "C", "H", "H", "H", "H", "H", "H", "C", "C", "C", "C", "C", "C", "Te", "N", "C", "O", "C", "C", "C", "C", "C", "C", "C", "C", "C", "C", "C", "C", "C", "C", "C", "C", "C", "C", "H", "H", "H", "H", "H", "H", "H", "H", "H", "H", "H", "H", "H", "H", "H", "H", "H", "H", "H", "H", "H", "H", "H", "H", "H", "H", "H"],
  "xyz": [[-0.3765, 2.4007, 0.2451], [1.3629, 3.0723, 0.9198], [1.6928, 2.6480, 2.1412], [3.0104, 2.7071, 2.4456], [3.4683, 2.3271, 3.6713], [2.5375, 1.8709, 4.6137], [1.2131, 1.8110, 4.2808], [0.7474, 2.2002, 3.0067], [-0.9036, 2.1216, 2.5494], [3.6217, 3.0701, 1.6340], [4.5261, 2.3769, 3.8805], [2.8603, 1.5636, 5.5993], [0.4699, 1.4580, 4.9812], [0.5219, 7.7277, -0.8425], [-0.4837, 6.6125, -0.8024], [-1.8419, 6.8127, -1.0060], [-2.7389, 5.7576, -0.9566], [-2.2190, 4.5044, -0.6965], [-3.3086, 2.9786, -0.6010], [-0.9291, 4.2887, -0.4939], [-0.0743, 5.3111, -0.5432], [0.0583, 8.6628, -1.1527], [1.3308, 7.5044, -1.5383], [0.9696, 7.8822, 0.1400], [-2.2119, 7.8117, -1.2061], [-3.7982, 5.8943, -1.1112], [0.9625, 5.0566, -0.3592], [0.1461, -6.5466, 4.1366], [-0.1272, -5.3319, 3.2898], [-1.3039, -5.2116, 2.5635], [-1.5774, -4.0925, 1.7806], [-2.8863, -4.0531, 1.0303], [-0.6292, -3.0658, 1.7194], [-1.0982, -1.2336, 0.6581], [-0.3038, 0.5887, -0.5190], [0.9448, 0.2764, -0.8658], [1.5964, -0.7415, -0.5944], [1.7028, 1.3276, -1.6670], [1.0425, 2.2633, -2.4538], [1.7504, 3.2711, -3.1018], [3.1279, 3.3480, -2.9627], [3.7960, 2.4011, -2.1902], [3.0870, 1.3957, -1.5542], [-1.3409, -2.1690, -1.2208], [-0.5198, -3.1985, -1.6937], [0.6642, -3.7792, -0.9655], [-0.8101, -3.7427, -2.9478], [-1.8602, -3.3030, -3.7326], [-2.1453, -3.9201, -5.0760], [-2.6505, -2.2734, -3.2417], [-2.4138, -1.6997, -2.0003], [-3.3491, -0.6108, -1.5395], [0.5635, -3.1617, 2.4418], [1.6568, -2.1193, 2.4068], [0.7912, -4.2947, 3.2178], [-0.7014, -7.2316, 4.1291], [0.3445, -6.2695, 5.1734], [1.0198, -7.0921, 3.7751], [-2.0400, -6.0080, 2.6103], [-3.5787, -4.7854, 1.4454], [-2.7471, -4.2768, -0.0297], [-3.3630, -3.0720, 1.0844], [-0.0332, 2.1794, -2.5708], [1.2243, 3.9903, -3.7182], [3.6830, 4.1311, -3.4640], [4.8730, 2.4490, -2.0869], [3.5869, 0.6479, -0.9529], [1.2230, -3.0138, -0.4317], [1.3328, -4.2466, -1.6886], [0.3542, -4.5424, -0.2491], [-0.1727, -4.5380, -3.3201], [-1.3570, -4.6131, -5.3682], [-2.2287, -3.1560, -5.8505], [-3.0870, -4.4728, -5.0625], [-3.4743, -1.8987, -3.8414], [-3.9564, -0.2615, -2.3755], [-2.7971, 0.2377, -1.1411], [-4.0239, -0.9759, -0.7604], [1.4060, -1.2388, 1.8188], [2.5624, -2.5392, 1.9631], [1.9085, -1.7926, 3.4187], [1.7202, -4.3664, 3.7765]]
}

{
  "formula": "C51H48N3OP2RbS2Si",
  "method": "wB97M-V/def2-TZVPD",
  "lumo_ev": 0.08,
  "fmax_ev_per_a": 0.7,
  "species": ["Rb", "C", "Si", "C", "C", "C", "C", "C", "C", "N", "C", "S", "H", "H", "H", "H", "H", "H", "H", "H", "H", "H", "H", "H", "O", "C", "C", "C", "C", "C", "C", "P", "C", "C", "C", "C", "C", "C", "C", "C", "C", "C", "C", "C", "C", "C", "C", "C", "C", "C", "P", "C", "C", "C", "C", "C", "C", "C", "C", "C", "C", "C", "C", "H", "H", "H", "H", "H", "H", "H", "H", "H", "H", "H", "H", "H", "H", "H", "H", "H", "H", "H", "H", "H", "H", "H", "H", "H", "H", "H", "H", "N", "C", "S", "N", "C", "C", "C", "C", "C", "C", "H", "H", "H", "H", "H", "H", "H", "H"],
  "xyz": [[0.0025, -0.9847, -1.3346], [2.9244, -2.0406, 4.7343], [3.7892, -0.6934, 3.7706], [3.1173, 0.9883, 4.2138], [5.5857, -0.7235, 4.3180], [3.7898, -1.0170, 1.9190], [4.9889, -1.1309, 1.2295], [5.0101, -1.3614, -0.1410], [3.7952, -1.4685, -0.7782], [2.6106, -1.3621, -0.1658], [2.5853, -1.1325, 1.1659], [1.0201, -0.9524, 1.9312], [3.0847, -1.8862, 5.8065], [3.3273, -3.0257, 4.4820], [1.8507, -2.0382, 4.5426], [3.1929, 1.1481, 5.2945], [2.0715, 1.0791, 3.9170], [3.6902, 1.7756, 3.7153], [5.6444, -0.5822, 5.4018], [6.1701, 0.0759, 3.8510], [6.0693, -1.6774, 4.0836], [5.9291, -1.0426, 1.7651], [5.9359, -1.4530, -0.6937], [3.7588, -1.6742, -1.8450], [-2.1239, 1.3886, -2.6159], [-3.4915, 1.4016, -2.8136], [-4.1507, 2.4052, -3.5082], [-5.5300, 2.3360, -3.6423], [-6.2413, 1.2829, -3.0861], [-5.5697, 0.3159, -2.3517], [-4.1897, 0.3679, -2.1841], [-3.2133, -0.7366, -1.0766], [-3.4067, 0.1965, 0.5043], [-2.3120, 0.2893, 1.3605], [-2.4045, 0.9751, 2.5679], [-3.5939, 1.5885, 2.9240], [-4.6945, 1.5077, 2.0754], [-4.6024, 0.8165, 0.8780], [-4.3677, -2.1425, -0.8445], [-4.6977, -2.9141, -1.9618], [-5.4877, -4.0446, -1.8329], [-5.9447, -4.4342, -0.5787], [-5.6057, -3.6882, 0.5380], [-4.8215, -2.5463, 0.4071], [-1.2573, 2.1338, -3.3963], [-1.4028, 2.2436, -4.7721], [-0.4989, 3.0188, -5.4801], [0.5372, 3.6697, -4.8200], [0.6965, 3.5025, -3.4535], [-0.1819, 2.7100, -2.7176], [-0.0249, 2.2869, -0.9208], [1.7850, 2.3710, -0.6425], [2.7130, 1.9868, -1.6107], [4.0665, 1.9210, -1.3071], [4.5087, 2.2114, -0.0260], [3.5903, 2.5577, 0.9553], [2.2403, 2.6353, 0.6504], [-0.6407, 3.8447, -0.1757], [0.0746, 5.0413, -0.1682], [-0.4911, 6.1890, 0.3650], [-1.7779, 6.1537, 0.8930], [-2.4946, 4.9672, 0.8914], [-1.9247, 3.8139, 0.3644], [-3.6009, 3.2316, -3.9365], [-6.0476, 3.1157, -4.1871], [-7.3151, 1.2254, -3.2061], [-6.1273, -0.4916, -1.8923], [-1.3591, -0.1595, 1.1108], [-1.5337, 1.0315, 3.2103], [-3.6672, 2.1327, 3.8573], [-5.6282, 1.9844, 2.3496], [-5.4675, 0.7632, 0.2291], [-4.3312, -2.6235, -2.9406], [-5.7367, -4.6317, -2.7080], [-6.5585, -5.3198, -0.4753], [-5.9512, -3.9926, 1.5182], [-4.5679, -1.9674, 1.2869], [-2.2190, 1.7421, -5.2755], [-0.6053, 3.1140, -6.5535], [1.2272, 4.2938, -5.3729], [1.5276, 3.9813, -2.9498], [2.3857, 1.7381, -2.6130], [4.7744, 1.6235, -2.0711], [5.5635, 2.1538, 0.2112], [3.9244, 2.7542, 1.9667], [1.5297, 2.8900, 1.4287], [1.0809, 5.0740, -0.5694], [0.0719, 7.1141, 0.3715], [-2.2163, 7.0520, 1.3095], [-3.4925, 4.9315, 1.3108], [-2.4784, 2.8801, 0.3786], [-0.8149, -3.7711, 1.3703], [0.0849, -4.2182, 0.4446], [-0.4487, -4.6695, -1.0807], [1.3423, -4.2520, 0.9130], [2.5692, -4.6036, 0.3126], [3.6945, -4.4841, 1.1260], [4.9510, -4.7921, 0.6388], [5.1056, -5.2294, -0.6707], [3.9828, -5.3525, -1.4755], [2.7142, -5.0455, -0.9979], [-1.7446, -3.6525, 0.9993], [-0.4879, -3.0192, 1.9735], [1.4435, -3.8646, 1.8427], [3.5811, -4.1291, 2.1435], [5.8144, -4.6846, 1.2843], [6.0874, -5.4742, -1.0550], [4.0860, -5.6956, -2.4980], [1.8450, -5.1470, -1.6297]]
}

{
  "formula": "C42H46IN7O2PPb",
  "method": "wB97M-V/def2-TZVPD",
  "charge": -1,
  "lumo_ev": 2.14,
  "fmax_ev_per_a": 2.5,
  "species": ["Pb", "C", "C", "C", "C", "C", "C", "C", "N", "C", "N", "C", "C", "C", "C", "C", "C", "C", "N", "C", "C", "C", "C", "C", "C", "C", "H", "H", "H", "H", "H", "H", "H", "H", "H", "H", "H", "H", "H", "H", "H", "H", "H", "H", "H", "H", "H", "H", "O", "C", "O", "C", "P", "C", "C", "C", "C", "C", "C", "C", "C", "C", "C", "C", "C", "H", "H", "H", "H", "H", "H", "H", "H", "H", "H", "H", "H", "C", "N", "C", "N", "C", "N", "C", "N", "C", "C", "H", "H", "H", "H", "H", "H", "H", "H", "H", "H", "H", "H", "I"],
  "xyz": [[12.3618, 13.5827, 9.5886], [18.6282, 10.3101, 11.3459], [18.7730, 11.6383, 12.0456], [19.7280, 11.9151, 13.0039], [19.7188, 13.1296, 13.6736], [18.7800, 14.1029, 13.3632], [17.8256, 13.8562, 12.4128], [17.8281, 12.5990, 11.7914], [16.7398, 12.3247, 10.8998], [15.4845, 12.8518, 10.9456], [14.9369, 12.7938, 12.2217], [13.6010, 13.2017, 12.7646], [12.5343, 13.4261, 11.9376], [11.3234, 13.7594, 12.5397], [11.1845, 13.8497, 13.9393], [12.3042, 13.6129, 14.7081], [13.5464, 13.2838, 14.1761], [14.7784, 13.2337, 15.1001], [14.9054, 13.2344, 9.8706], [15.5711, 13.2970, 8.6254], [16.3170, 14.4478, 8.3879], [16.7977, 14.7073, 7.1156], [16.4352, 13.8618, 6.0871], [15.7931, 12.6374, 6.3334], [15.3586, 12.3061, 7.5891], [14.6553, 11.0195, 7.9080], [19.1191, 9.4942, 11.8561], [19.1457, 10.2623, 10.3810], [17.5990, 10.0358, 11.2026], [20.5465, 11.2181, 13.1818], [20.5831, 13.2386, 14.3586], [18.7986, 15.0868, 13.9020], [17.1522, 14.6035, 12.0966], [16.9909, 12.1389, 9.9360], [15.5573, 12.5034, 13.0020], [10.5038, 13.9686, 11.9388], [10.1719, 14.0849, 14.2832], [12.2198, 13.8156, 15.8038], [14.4976, 13.4103, 16.1237], [15.5781, 13.9998, 14.9100], [15.2131, 12.2414, 15.1492], [16.3817, 15.1723, 9.2165], [17.2996, 15.6651, 6.9840], [16.7467, 14.1699, 5.0914], [15.5889, 11.9219, 5.5241], [15.3663, 10.2659, 8.3613], [14.0987, 10.5403, 7.1070], [13.9445, 11.2770, 8.6654], [14.5503, 17.0023, 6.8322], [13.7691, 16.4141, 7.5468], [13.4271, 15.2165, 7.5491], [12.9710, 17.3678, 8.5311], [12.3288, 16.5531, 10.0394], [13.1698, 17.3423, 11.4015], [12.7967, 18.5690, 11.9027], [13.3857, 19.1278, 13.0029], [14.4770, 18.4669, 13.5863], [14.9901, 17.2954, 13.0633], [14.3370, 16.7182, 11.9480], [10.5790, 16.9607, 10.0836], [9.9331, 17.0916, 11.3202], [8.5942, 17.4243, 11.3695], [7.8784, 17.5975, 10.2041], [8.4961, 17.3771, 9.0024], [9.8006, 17.0180, 8.9132], [12.0582, 17.7665, 8.1051], [13.5736, 18.2476, 8.7541], [12.0343, 19.1039, 11.3670], [13.0050, 20.0636, 13.3760], [14.9221, 18.9718, 14.4458], [15.8271, 16.7641, 13.4515], [14.6513, 15.7482, 11.4960], [10.4894, 16.8680, 12.1900], [8.0613, 17.5248, 12.2749], [6.8705, 17.9511, 10.2127], [7.9045, 17.4337, 8.1074], [10.2463, 16.8487, 7.9066], [11.4267, 8.8666, 10.3255], [11.4283, 7.6854, 11.1985], [10.8198, 8.0062, 12.4678], [11.4585, 9.0936, 13.1955], [11.4219, 10.2416, 12.2802], [12.0859, 10.0003, 10.9785], [13.4540, 9.6300, 11.2473], [13.5713, 8.4826, 12.1563], [12.8302, 7.3863, 11.4912], [12.8651, 8.7316, 13.4263], [10.4726, 9.2477, 10.0394], [11.9349, 8.5895, 9.3587], [10.8344, 7.1003, 13.0799], [9.7642, 8.2553, 12.3546], [12.0134, 11.0394, 12.7432], [10.4194, 10.6472, 12.0382], [13.9377, 10.5383, 11.7194], [13.9656, 9.3456, 10.3112], [12.7893, 6.4620, 12.0703], [13.4011, 7.1227, 10.5892], [13.2555, 9.6026, 13.8900], [13.0173, 7.8884, 14.0365], [9.1868, 13.1148, 9.4447]]
}

{
  "formula": "C3CeO4",
  "method": "wB97M-V/def2-TZVPD",
  "s_squared": 2.159,
  "multiplicity": 3,
  "lumo_ev": [-2.19, -2.27],
  "fmax_ev_per_a": 8.3,
  "species": ["C", "C", "O", "O", "Ce", "O", "C", "O"],
  "xyz": [[-0.7238, 1.9365, -1.0520], [0.2679, 2.8549, -0.9714], [0.4117, 3.8665, -1.8056], [1.4199, 2.5698, -0.2030], [2.0593, 4.8966, -0.4980], [1.8501, -1.4488, 0.6053], [0.7833, -1.0202, 0.4744], [-0.4504, -1.0300, 0.2076]]
}

{
  "formula": "C3H2KLiO3",
  "method": "wB97M-V/def2-TZVPD",
  "charge": 1,
  "s_squared": 0.758,
  "multiplicity": 2,
  "lumo_ev": [-4.66, -4.71],
  "fmax_ev_per_a": 1.8,
  "species": ["C", "C", "K", "O", "H", "Li", "O", "C", "O", "H"],
  "xyz": [[-0.0595, -1.4623, 0.9518], [-0.7354, -1.4960, -0.1863], [0.0186, 1.7483, 0.8269], [0.5874, -0.5542, 1.5503], [-1.4146, -2.2399, -0.5877], [1.9154, -0.7305, 2.8107], [-0.7739, -0.0724, -0.9132], [-0.3026, 0.0986, -2.1345], [0.3453, -0.9117, -2.6049], [0.3924, -1.6676, -1.9567]]
}

{
  "formula": "C10H18O5S",
  "method": "wB97M-V/def2-TZVPD",
  "lumo_ev": 0.25,
  "fmax_ev_per_a": 4.4,
  "species": ["C", "C", "C", "C", "C", "C", "C", "O", "O", "C", "C", "C", "O", "S", "O", "O", "H", "H", "H", "H", "H", "H", "H", "H", "H", "H", "H", "H", "H", "H", "H", "H", "H", "H"],
  "xyz": [[3.0043, 0.7107, 0.2750], [2.3399, -0.3760, -0.7054], [1.2075, 0.2183, -1.6908], [0.0724, 1.0845, -1.0083], [-1.1433, 0.3482, -0.2763], [-2.1199, 1.6235, 0.1207], [-1.4986, 2.6313, 1.1557], [-0.9462, 3.6891, 0.7718], [-1.5788, 2.4013, 2.5663], [-0.8351, -0.3044, 1.1414], [-0.2689, -1.7730, 1.2747], [-0.2919, -2.7653, 0.0505], [-1.6362, -2.9550, -0.5360], [-1.5894, -1.7822, -1.7892], [-2.6001, -2.2731, -2.7950], [-2.0763, -0.3561, -1.1341], [2.7155, 1.7886, 0.0635], [2.7197, 0.4114, 1.3482], [4.1478, 0.5783, 0.2134], [2.0270, -1.3099, -0.1405], [3.1897, -0.7178, -1.4103], [1.7926, 0.9496, -2.3718], [0.8850, -0.6199, -2.3846], [-0.4080, 1.7242, -1.8424], [0.6126, 1.8595, -0.3466], [-2.4401, 2.1376, -0.8567], [-3.0747, 1.1290, 0.5341], [-0.7040, 2.1403, 2.9222], [-1.8160, -0.2453, 1.7471], [-0.1078, 0.3812, 1.7195], [0.8268, -1.7101, 1.6367], [-0.8221, -2.2878, 2.1472], [0.3967, -2.5192, -0.8236], [0.0200, -3.8113, 0.4236]]
}

{
  "formula": "C8H19OSSi2",
  "method": "wB97M-V/def2-TZVPD",
  "charge": -1,
  "lumo_ev": 2.80,
  "fmax_ev_per_a": 4.3,
  "species": ["C", "C", "C", "C", "C", "C", "C", "C", "O", "Si", "Si", "S", "H", "H", "H", "H", "H", "H", "H", "H", "H", "H", "H", "H", "H", "H", "H", "H", "H", "H", "H"],
  "xyz": [[-4.4767, 0.1023, 1.5588], [-2.2475, -2.5071, 0.2210], [0.4173, -2.5054, -1.2516], [0.4239, -2.2174, 1.7424], [0.2080, 2.4524, -2.0142], [1.8969, 1.5259, 0.2752], [-0.7718, 3.1072, 0.7625], [-0.8998, 0.1836, 0.0008], [-4.1399, 0.0391, 2.6818], [-0.5536, -1.6469, 0.1853], [0.0905, 1.6956, -0.1728], [-4.7717, 0.1625, 0.0456], [-2.3374, -3.5617, 0.4466], [-3.0699, -2.0686, 0.7796], [-2.6944, -2.4178, -0.8030], [1.4613, -2.4277, -1.3516], [-0.1375, -3.4814, -1.3141], [0.2360, -1.8566, -2.0871], [0.4736, -3.3474, 1.9458], [1.4620, -1.9316, 1.7284], [-0.0203, -1.8501, 2.7126], [0.5919, 3.4403, -1.8294], [1.1042, 1.7073, -2.3533], [-0.4677, 2.3742, -2.8286], [1.9777, 1.2468, 1.2915], [2.3654, 0.7067, -0.4039], [2.5726, 2.4014, 0.1851], [-0.9171, 3.0353, 1.8702], [-0.0943, 3.9137, 0.8472], [-1.7400, 3.1457, 0.1688], [-1.8018, 0.5061, 0.4127]]
}

{
  "formula": "C8H24ClCoINOP2",
  "method": "wB97M-V/def2-TZVPD",
  "charge": 2,
  "s_squared": 6.015,
  "multiplicity": 5,
  "lumo_ev": [-6.73, -11.37],
  "fmax_ev_per_a": 4.5,
  "species": ["C", "C", "H", "H", "H", "O", "I", "Co", "P", "C", "C", "H", "H", "H", "H", "H", "H", "C", "H", "H", "H", "P", "C", "C", "H", "H", "H", "C", "H", "H", "H", "H", "H", "H", "Cl", "N", "H", "H", "H"],
  "xyz": [[-2.5732, -5.3252, -2.7790], [-1.7689, -4.6928, -1.6513], [-2.6092, -6.4116, -2.5661], [-2.0772, -5.1282, -3.7491], [-3.5925, -4.8932, -2.7996], [-1.2709, -5.2583, -0.7093], [-1.4801, -2.5311, -1.7380], [0.3760, 1.1084, 0.3219], [-1.4218, 1.0341, 1.7093], [-1.3360, 1.1064, 3.5431], [-2.2889, 2.6099, 1.3297], [-3.2820, 2.6048, 1.8006], [-3.6209, -0.0030, 1.8559], [-2.3880, 2.7079, 0.2415], [-2.8027, -0.3311, 0.2769], [-0.6814, 1.9348, 3.8536], [-1.7059, 3.4568, 1.7196], [-2.6675, -0.2519, 1.3644], [-2.3408, 1.2575, 3.9720], [-2.2913, -1.2087, 1.7512], [-0.9242, 0.1596, 3.9194], [2.3355, 0.4496, -0.6290], [3.9349, 0.2720, 0.2565], [2.2594, -1.0193, -1.7073], [1.8034, 2.0543, -2.3686], [3.5298, 1.5530, -2.4480], [2.9858, 2.7291, -1.2090], [2.7030, 1.8340, -1.7813], [1.3371, -0.9756, -2.3027], [3.1431, -1.0601, -2.3631], [4.7633, 0.1342, -0.4580], [3.8829, -0.6056, 0.9155], [2.2322, -1.9126, -1.0684], [4.1273, 1.1680, 0.8649], [-0.8088, 0.8850, -1.5043], [1.0520, 2.8916, 0.9631], [0.5557, 3.5807, 0.3879], [2.0620, 3.0214, 0.8370], [0.8485, 3.0548, 1.9480]]
}